No. 1
{
  "formula": "C4H4N2O",
  "method": "wB97M-V/def2-TZVPD",
  "species": ["O", "N", "N", "C", "C", "C", "C", "H", "H", "H", "H"],
  "coordinates": [[1.85574, -1.64067, 1.25986], [-0.76075, 0.86083, -1.09551], [-0.23315, 1.79144, 0.91386], [1.21409, -1.98071, 0.29564], [-0.02664, -1.38536, -0.23966], [-0.87747, 1.90635, -0.17167], [-0.35036, -0.17277, -0.59211], [-0.30521, 2.61925, 1.48938], [-1.42563, 2.76707, -0.54084], [1.50751, -2.84806, -0.32055], [-0.59813, -1.91736, -0.99841]],
  "smiles": "[H]/N=C/N=C=CC=O",
  "lumo_ev": 0.12,
  "total_charge": 0,
  "gap_ev": 9.5
}

***

No. 2
{
  "formula": "CH20Na3O13",
  "method": "wB97M-V/def2-TZVPD",
  "species": ["Na", "Na", "Na", "O", "O", "O", "O", "O", "O", "O", "O", "O", "O", "O", "O", "O", "C", "H", "H", "H", "H", "H", "H", "H", "H", "H", "H", "H", "H", "H", "H", "H", "H", "H", "H", "H", "H"],
  "coordinates": [[-15.67555, 1.22503, -4.76382], [-15.09269, 4.81058, -5.39865], [-12.53383, 3.58894, -6.46020], [-11.88427, 0.37346, -1.18285], [-13.29466, 1.03274, -3.64951], [-13.20034, -1.48911, -4.71616], [-13.18522, -2.05476, -1.30062], [-15.13791, 0.71857, -1.33788], [-11.76561, 2.58465, -4.11781], [-15.26133, 4.49061, -1.98460], [-12.41392, 5.05565, -2.91176], [-9.95416, 2.59613, -1.89115], [-9.30798, 4.00692, -4.80192], [-10.00632, -0.88073, -3.20211], [-10.24993, 1.25335, -5.90698], [-13.94280, 2.99829, -4.30629], [-12.96826, 2.20183, -4.01667], [-14.84054, 5.35846, -1.98489], [-9.24442, 1.94735, -1.97316], [-14.52578, 0.98042, -2.03573], [-10.69688, 1.47809, -6.72616], [-13.17536, -0.66983, -4.19803], [-10.02006, 3.53680, -4.35564], [-12.79163, -1.18402, -1.05582], [-12.24485, 4.17384, -3.27436], [-9.53737, -0.86492, -4.04479], [-9.62586, 4.90978, -4.91041], [-10.82657, -0.40864, -3.36910], [-10.84869, 1.54374, -5.19781], [-14.72401, 3.95668, -2.58119], [-11.75982, 1.04811, -0.50295], [-13.31578, -1.20740, -5.62930], [-13.50764, -1.94680, -2.19712], [-14.82011, 1.17781, -0.55254], [-12.54714, 5.61600, -3.67715], [-10.57023, 2.37520, -2.60236], [-12.33011, 0.84919, -1.91177]],
  "lumo_ev": -7.09,
  "total_charge": 1,
  "gap_ev": 4.4
}

***

No. 3
{
  "formula": "C2H3ClNP",
  "method": "wB97M-V/def2-TZVPD",
  "species": ["Cl", "P", "N", "C", "C", "H", "H", "H"],
  "coordinates": [[-0.60323, 0.11469, 2.41670], [0.92546, -0.33979, 1.25147], [-0.07916, 1.40603, -0.95683], [-0.02024, -1.02618, -0.39764], [0.18001, 0.35963, -0.35928], [-0.93494, -1.30506, 0.02867], [0.28225, 2.27103, -0.62468], [0.24986, -1.48036, -1.35840]],
  "smiles": "[H]/N=C1/CP1Cl",
  "lumo_ev": 0.27,
  "total_charge": 0,
  "gap_ev": 8.9
}

***

No. 4
{
  "formula": "C11H16MnN5O2S2",
  "method": "wB97M-V/def2-TZVPD",
  "species": ["Mn", "S", "S", "O", "O", "N", "N", "N", "N", "N", "C", "C", "C", "C", "C", "C", "C", "C", "C", "C", "C", "H", "H", "H", "H", "H", "H", "H", "H", "H", "H", "H", "H", "H", "H", "H", "H"],
  "coordinates": [[-0.41893, -0.24471, 0.77816], [-1.90194, 0.36238, -0.92464], [-0.89604, 1.13937, 2.91240], [-0.71533, -2.10853, 0.49109], [-1.29683, -0.28406, 2.98270], [-1.52146, 3.05461, -1.07399], [-3.28263, 2.48065, 0.06165], [0.57736, -3.16622, -0.99061], [1.63411, -0.43210, 0.35604], [-0.28481, 1.46424, 1.57691], [2.10160, -1.22346, -0.63585], [-2.11318, 4.36319, -0.73512], [3.87833, 0.08876, 0.99673], [-0.31480, -3.19657, -0.02459], [-0.84420, -4.48727, 0.49361], [-3.39039, 3.95248, 0.03923], [2.51145, 0.21218, 1.14373], [-2.23417, 2.04996, -0.61302], [4.36116, -0.71945, -0.01531], [3.45806, -1.37178, -0.84395], [1.11241, -1.91742, -1.54006], [-2.33426, 4.91937, -1.64196], [0.88141, -4.04621, -1.38126], [-4.00369, 1.85359, 0.38000], [-1.80622, -4.32033, 0.96766], [3.80758, -1.99284, -1.65827], [-0.69501, 2.91822, -1.63109], [-1.42312, 4.93568, -0.12102], [-0.93926, -5.22501, -0.30181], [0.28068, -1.25941, -1.78939], [-0.14629, -4.87072, 1.24169], [2.09626, 0.85753, 1.90412], [5.42625, -0.83551, -0.16948], [-3.40376, 4.34456, 1.05225], [4.54033, 0.62567, 1.66126], [1.60133, -2.17257, -2.47632], [-4.30197, 4.25174, -0.47150]],
  "s_squared": 6.11,
  "multiplicity": 5,
  "lumo_ev": [-8.55, -7.63],
  "total_charge": 2,
  "gap_ev": [7.4, 8.5]
}

***

No. 5
{
  "formula": "C5H10HgO5",
  "method": "wB97M-V/def2-TZVPD",
  "species": ["Hg", "O", "O", "O", "O", "O", "C", "C", "C", "C", "C", "H", "H", "H", "H", "H", "H", "H", "H", "H", "H"],
  "coordinates": [[1.63026, -0.76527, 2.26292], [2.40371, -0.53065, 0.17552], [-3.40399, 0.03446, -0.56054], [-1.99677, 1.79900, -0.34599], [-4.01956, 1.90891, -1.25679], [1.19698, 1.17033, 1.25322], [1.77873, -1.30686, -0.80058], [0.17732, 1.89733, 0.65727], [0.82097, -2.34003, -0.21116], [-0.97507, 0.97795, 0.27828], [-3.10711, 1.23531, -0.70648], [1.76653, 0.45597, 0.53638], [2.53568, -1.83977, -1.40830], [1.36071, -3.02241, 0.46537], [0.00798, -1.85163, 0.35275], [-1.40297, 0.49613, 1.16789], [0.34905, -2.95016, -0.99554], [-0.20468, 2.66789, 1.34922], [0.52177, 2.42003, -0.25525], [1.21373, -0.67139, -1.51512], [-0.65329, 0.21484, -0.44309]],
  "s_squared": 2.01,
  "multiplicity": 3,
  "lumo_ev": [0.41, -2.88],
  "total_charge": 0,
  "gap_ev": [9.3, 7.0]
}

***

No. 6
{
  "formula": "C4H12",
  "method": "wB97M-V/def2-TZVPD",
  "species": ["C", "C", "C", "C", "H", "H", "H", "H", "H", "H", "H", "H", "H", "H", "H", "H"],
  "coordinates": [[-1.56800, 0.59343, -0.83046], [-1.68211, -0.58094, -1.80016], [1.42295, 0.70141, 1.10188], [1.81484, -0.69632, 1.61278], [-2.43941, 1.24517, -0.86740], [-2.25178, -1.42431, -1.41574], [2.72329, -1.06908, 1.11902], [-1.37695, 0.31695, 0.20362], [-2.25523, -0.27038, -2.68338], [1.10527, -1.45725, 1.28836], [2.01063, -0.72661, 2.68227], [0.82563, 0.52476, 0.23063], [-0.71029, -0.81843, -2.22933], [2.27311, 1.33647, 0.87121], [0.80185, 1.16287, 1.86786], [-0.69380, 1.16226, -1.15115]],
  "smiles": "CC.CC",
  "lumo_ev": 1.13,
  "total_charge": 0,
  "gap_ev": 12.7
}

***

No. 7
{
  "formula": "C5H9N",
  "method": "wB97M-V/def2-TZVPD",
  "species": ["N", "C", "C", "C", "C", "C", "H", "H", "H", "H", "H", "H", "H", "H", "H"],
  "coordinates": [[3.51367, -1.31791, 0.15348], [2.72330, -0.51926, -0.11926], [-0.66702, 0.62424, 0.14727], [0.31325, -0.00360, -0.48918], [-2.11373, 0.29517, -0.01509], [1.72944, 0.49858, -0.47927], [0.09919, -0.88140, -1.10246], [-0.44452, 1.48867, 0.77169], [-2.31250, -0.73448, -0.33194], [1.81575, 1.33310, 0.22391], [-2.73859, 0.54263, 0.85007], [-1.12424, -1.62521, 1.46354], [-0.41958, -1.54764, 1.24088], [-2.36539, 0.96612, -0.84081], [1.99097, 0.88098, -1.47284]],
  "smiles": "C/C=C/CC#N.[H][H]",
  "lumo_ev": 0.94,
  "total_charge": 0,
  "gap_ev": 10.8
}

***

No. 8
{
  "formula": "C9H14O",
  "method": "wB97M-V/def2-TZVPD",
  "species": ["O", "C", "C", "C", "C", "C", "C", "C", "C", "C", "H", "H", "H", "H", "H", "H", "H", "H", "H", "H", "H", "H", "H", "H"],
  "coordinates": [[-1.71674, -2.84241, -0.14077], [0.23074, 1.94843, -1.48543], [1.44697, 1.85617, 0.53902], [-2.01285, -1.70451, 0.72200], [2.46519, -0.32567, 1.33072], [1.55580, 0.02918, -0.96698], [1.89939, 0.57995, 0.27568], [-2.66193, -0.61818, -0.10516], [0.62405, 2.59882, -0.31269], [0.78658, 0.72748, -1.86734], [0.17911, 3.53165, -0.00584], [-0.55885, 2.34179, -2.11704], [-1.05783, -1.41430, 1.14484], [3.56322, -0.35667, 1.30917], [2.04082, -0.12127, 2.31307], [-2.17726, -3.57997, 0.25009], [0.45237, 0.43258, -2.84970], [-2.67580, -2.05174, 1.51663], [-3.01292, 0.12647, 0.60776], [2.31270, -1.40837, 1.22076], [-3.38370, -0.95666, -0.83667], [-1.96438, -0.19257, -0.84356], [1.63535, 2.31707, 1.50784], [2.02998, -0.91727, -1.20641]],
  "smiles": "Cc1ccccc1.CCO",
  "lumo_ev": 0.92,
  "total_charge": 0,
  "gap_ev": 9.9
}

***

No. 9
{
  "formula": "H10O5",
  "method": "wB97M-V/def2-TZVPD",
  "species": ["O", "O", "O", "O", "O", "H", "H", "H", "H", "H", "H", "H", "H", "H", "H"],
  "coordinates": [[1.69467, -1.74873, -1.58067], [-1.99933, 1.89827, 1.22533], [0.81167, 0.66927, -2.54067], [-1.31333, -0.82373, 0.35433], [-0.01733, 0.02827, 2.63833], [-1.07633, 2.08027, 0.96833], [2.62267, -1.70773, -1.68567], [1.46167, 1.16127, -2.02367], [0.93267, -0.29573, -2.46267], [-0.36533, -0.34273, 1.84933], [-1.73633, 0.03927, 0.37533], [0.38767, -0.67273, 3.22333], [1.71667, -1.85073, -0.62567], [-2.50833, 2.31827, 0.55833], [-0.61133, -0.75273, -0.27367]],
  "smiles": "O.O.O.O.O",
  "lumo_ev": 0.17,
  "total_charge": 0,
  "gap_ev": 11.1
}

***

No. 10
{
  "formula": "C32H28CsN6O3",
  "method": "wB97M-V/def2-TZVPD",
  "species": ["Cs", "O", "O", "O", "N", "N", "N", "N", "N", "N", "C", "C", "C", "C", "C", "C", "C", "C", "C", "C", "C", "C", "C", "C", "C", "C", "C", "C", "C", "C", "C", "C", "C", "C", "C", "C", "C", "C", "C", "C", "C", "C", "H", "H", "H", "H", "H", "H", "H", "H", "H", "H", "H", "H", "H", "H", "H", "H", "H", "H", "H", "H", "H", "H", "H", "H", "H", "H", "H", "H"],
  "coordinates": [[-0.18090, 0.45562, -0.05932], [-1.53102, -1.72292, -4.08849], [-1.14223, 0.13637, -2.48114], [-1.31402, 1.88923, 2.50886], [2.75175, 0.21137, -1.64101], [2.49981, 1.64906, 1.23764], [0.25676, -1.95416, 1.72704], [-2.04778, 2.43626, -1.24825], [2.82605, -1.25202, 0.84915], [-2.89071, 1.57836, -1.93541], [-3.41008, 0.97344, 3.16201], [4.35957, 1.43740, 2.71292], [1.14025, -2.93688, 1.67939], [-2.82101, -1.35365, -4.13026], [2.74263, 2.95135, 1.16613], [2.96274, -0.57309, 2.12689], [2.54788, 1.28751, -2.39280], [-3.69910, -2.10038, -4.92087], [4.62212, 2.24897, -1.72478], [3.85749, 0.14293, -0.90367], [3.28839, 0.89933, 2.01021], [-5.03669, -1.76154, -4.99871], [4.83238, 1.13034, -0.93424], [-2.28261, 2.62658, 0.00098], [3.45122, 2.34107, -2.45908], [-0.97320, -2.17468, 2.18895], [-3.29959, -0.24746, -3.40532], [-2.36353, 0.56898, -2.54813], [-4.68465, 0.56791, 2.82542], [-0.43929, -4.44834, 2.63401], [-4.40996, 1.43543, 0.61587], [-1.36645, -3.41671, 2.66062], [4.61461, 2.79687, 2.62259], [2.49159, -2.65695, 1.03577], [-4.65157, 0.07016, -3.50197], [3.78741, 3.57545, 1.83344], [-2.53099, 1.62866, 2.23862], [-5.20581, 0.78499, 1.54597], [-5.52232, -0.66931, -4.28594], [0.83352, -4.21387, 2.13895], [-3.12845, 1.87684, 0.94027], [3.98016, -1.08295, -0.02426], [-5.70579, -2.35055, -5.61572], [2.06461, 3.52467, 0.54260], [-3.02110, 0.79318, 4.16033], [-1.12024, -1.04185, -3.45892], [4.92441, -1.04450, 0.54273], [-6.56991, -0.40019, -4.34015], [-4.77258, 1.60561, -0.38842], [-6.20056, 0.44612, 1.28539], [3.26705, -3.19265, 1.61407], [5.35472, 3.04645, -1.75009], [1.57298, -5.00458, 2.10178], [-2.36956, -3.56951, 3.03364], [-3.29441, -2.94501, -5.46497], [-0.70831, -5.43391, 2.99353], [1.61819, 1.30491, -2.95369], [-4.99667, 0.92510, -2.93503], [-1.64429, -1.31492, 2.19014], [-5.29297, 0.06361, 3.57111], [2.46617, -3.11773, 0.04531], [4.98239, 0.79683, 3.32446], [5.44283, 3.23714, 3.16380], [3.23489, 3.20480, -3.07306], [5.71847, 1.04111, -0.31757], [4.03219, -1.95139, -0.68358], [3.74119, -1.05201, 2.74898], [2.01279, -0.65561, 2.65742], [-1.58750, 3.30705, 0.49021], [3.93667, 4.64230, 1.73764]],
  "lumo_ev": 1.79,
  "total_charge": -1,
  "gap_ev": 5.2
}

***

No. 11
{
  "formula": "H12O6Pt",
  "method": "wB97M-V/def2-TZVPD",
  "species": ["Pt", "O", "O", "O", "O", "O", "O", "H", "H", "H", "H", "H", "H", "H", "H", "H", "H", "H", "H"],
  "coordinates": [[-0.23523, -0.07644, 0.02548], [0.81717, 0.70076, -3.40848], [1.07286, -3.15390, -0.30003], [2.95792, 1.56317, 0.59036], [0.21037, -0.25750, 3.64481], [-1.64908, 3.05897, -0.41913], [-3.27516, -1.81091, 0.06303], [1.40781, 1.38565, -3.72201], [0.53268, 0.24741, -4.20207], [-3.95149, -2.27311, -0.43214], [-0.45627, -0.80978, 4.05323], [-2.29603, 3.64519, -0.02665], [3.82787, 1.17318, 0.50481], [0.64221, 0.17984, 4.37862], [-1.76044, 3.17589, -1.36262], [0.54358, -3.84886, -0.69134], [-3.48979, -1.98220, 0.97999], [3.12578, 2.47196, 0.83968], [1.97529, -3.38927, -0.51559]],
  "s_squared": 2.01,
  "multiplicity": 3,
  "lumo_ev": [-11.97, -14.66],
  "total_charge": 2,
  "gap_ev": [5.9, 3.2]
}

***

No. 12
{
  "formula": "C3H10S",
  "method": "wB97M-V/def2-TZVPD",
  "species": ["S", "C", "C", "C", "H", "H", "H", "H", "H", "H", "H", "H", "H", "H"],
  "coordinates": [[-1.36932, 0.01847, 2.10291], [-2.64104, -0.27857, 0.83138], [1.85688, 0.91632, -0.48930], [1.54101, -0.57157, -0.99461], [0.81099, -1.27019, -0.39644], [-0.21923, -0.40852, 1.51306], [1.03579, 1.40087, 0.17951], [-2.93860, 0.72859, 0.53201], [2.39633, -1.16939, -1.45885], [2.73327, 0.96635, 0.24695], [2.10100, 1.44074, -1.49432], [-2.59210, -0.84810, -0.10009], [-3.53130, -0.72735, 1.24255], [0.81631, -0.19765, -1.71475]],
  "smiles": "CC.CS",
  "lumo_ev": 0.95,
  "total_charge": 0,
  "gap_ev": 10.0
}

***

We obtain relative energy (zero: lowest compared OMol25 entry of this formula, charge and spin) values of 3.1713 3.1985 0.6701 0.1757 1.0268 0.3355 1.9860 1.0405 1.2260 0.5174 7.6247 1.5546 eV for the records listed above, in that order.